# 1
C12H17N5O5 | ωB97M-V/def2-TZVPD

Total charge: 0
Gap between HOMO and LUMO: 4.595 eV
Energy relative to the best compared isomer or geometry (same formula, charge and spin): 6.715 eV
Maximum force: 5.69 eV/A
HOMO: -6.05 eV
E_LUMO: -1.453 eV

Last column: Löwdin charge in e.
CARTESIAN COORDINATES (ANGSTROEM)
C -2.306 -2.012 0.983  -0.400
O 1.914 -2.534 0.262  -0.300
H 4.175 2.483 -1.119  0.120
C -1.842 0.386 -0.051  -0.101
O 2.648 0.912 0.811  -0.032
C 3.818 0.568 0.051  -0.211
N -1.002 -1.645 0.771  0.251
C -0.825 -0.464 0.297  -0.214
H -1.809 3.346 0.803  0.093
H 2.226 1.519 -1.915  0.081
H 1.800 -1.119 -1.215  0.103
C -4.842 -1.757 0.440  -0.002
C 3.774 -0.967 -0.190  -0.282
H -1.266 3.588 -0.947  0.134
O -4.090 0.833 -0.509  0.106
N -3.443 -1.346 0.368  0.038
C 2.246 -1.219 -0.300  -0.370
H 0.691 2.391 -0.222  0.171
N -2.593 -3.061 1.626  0.157
H 3.691 -2.107 1.415  0.136
H -5.333 -1.937 -0.467  0.080
N -1.274 1.619 -0.260  -0.054
H -3.538 -3.214 1.798  -0.007
H -5.498 -1.022 1.010  0.128
N 0.366 0.252 0.293  0.165
O 3.038 1.094 -2.295  -0.074
C 1.720 -0.178 0.634  -0.244
C 0.002 1.569 -0.048  0.050
C 4.063 1.385 -1.336  -0.164
H -3.645 1.516 -1.032  0.092
C -3.131 -0.062 -0.087  -0.152
H 4.254 -1.138 -1.156  0.146
H 1.608 -0.835 1.443  0.142
H -4.917 -2.665 1.002  0.070
H 4.608 0.785 0.759  0.141
H 5.013 1.013 -1.717  0.115
H -2.900 2.845 -0.477  0.091
O 4.433 -1.797 0.760  -0.048
C -1.832 2.974 -0.183  0.043

***

# 2
C4H6N3 | ωB97M-V/def2-TZVPD

Total charge: +1
Gap between HOMO and LUMO (alpha / beta): 8.964 / 3.277 eV
Energy relative to the best compared isomer or geometry (same formula, charge and spin): 6.523 eV
Maximum force: 4.11 eV/A
HOMO (alpha / beta): -14.54 / -12.24 eV
E_LUMO (alpha / beta): -5.577 / -8.967 eV

Last column: Löwdin charge in e.
CARTESIAN COORDINATES (ANGSTROEM)
H -2.062 -0.293 0.356  -0.045
H -2.975 -1.376 1.331  0.040
C 3.450 0.116 0.052  -0.047
C 1.626 -1.075 -0.556  -0.138
H -4.094 -0.177 0.238  0.112
N 1.299 0.934 0.360  0.097
H 4.520 0.325 -0.101  0.148
C -3.026 -0.567 0.584  0.330
N 2.953 -0.924 -0.487  0.134
C 2.538 1.050 0.642  -0.045
H 1.327 -1.948 -1.261  0.171
H 2.780 1.862 1.344  0.142
N 0.846 -0.071 -0.293  0.100

***

# 3
C4HF3 | ωB97M-V/def2-TZVPD

Total charge: 0
Gap between HOMO and LUMO: 8.467 eV
Energy relative to the best compared isomer or geometry (same formula, charge and spin): 2.010 eV
Maximum force: 5.77 eV/A
HOMO: -10.95 eV
E_LUMO: -2.486 eV

Last column: Löwdin charge in e.
CARTESIAN COORDINATES (ANGSTROEM)
F -0.225 -1.284 -1.224  0.131
C -0.644 -0.566 -0.143  -0.724
F -0.608 -1.418 0.861  0.164
F -1.938 -0.321 -0.276  0.150
C 2.618 0.724 -0.184  0.175
H -0.777 1.440 1.101  0.287
C 0.192 0.560 0.154  0.021
C 1.383 0.866 -0.289  -0.205

***

# 4
CClNS | ωB97M-V/def2-TZVPD

Total charge: 0
Gap between HOMO and LUMO: 8.852 eV
Energy relative to the best compared isomer or geometry (same formula, charge and spin): 1.140 eV
Maximum force: 1.60 eV/A
HOMO: -8.95 eV
Structure (SMILES): ClC1=NS1
E_LUMO: -0.093 eV

Last column: Löwdin charge in e.
CARTESIAN COORDINATES (ANGSTROEM)
C -0.293 0.135 0.000  -1.317
N 0.555 -0.772 0.000  -0.133
S 1.230 0.978 0.000  0.699
Cl -1.900 0.477 0.000  0.751

***

# 5
CHNO8S2 | ωB97M-V/def2-TZVPD

Total charge: -2
Gap between HOMO and LUMO: 7.951 eV
Energy relative to the best compared isomer or geometry (same formula, charge and spin): 2.981 eV
Maximum force: 3.72 eV/A
HOMO: -1.70 eV
Structure (SMILES): O=[N+]([O-])C(S(=O)(=O)[O-])S(=O)(=O)[O-]
E_LUMO: 6.252 eV

Last column: Löwdin charge in e.
CARTESIAN COORDINATES (ANGSTROEM)
N -0.183 0.265 1.549  -0.415
O -1.153 -0.975 -1.970  -0.339
O 2.343 1.018 0.407  -0.408
S -1.086 -0.967 -0.544  0.301
S 1.505 0.534 -0.730  0.408
O -2.422 -0.782 0.021  -0.396
C -0.249 0.477 -0.039  -0.262
O 1.324 1.534 -1.793  -0.398
O 1.775 -0.813 -1.091  -0.337
O -0.918 1.031 2.110  0.013
O -0.464 -2.064 0.139  -0.340
H -0.919 1.321 -0.177  0.111
O 0.446 -0.580 2.120  0.062

***

What did the third record say?
C4HF3 | ωB97M-V/def2-TZVPD

Total charge: 0
Gap between HOMO and LUMO: 8.467 eV
Energy relative to the best compared isomer or geometry (same formula, charge and spin): 2.010 eV
Maximum force: 5.77 eV/A
HOMO: -10.95 eV
E_LUMO: -2.486 eV

Last column: Löwdin charge in e.
CARTESIAN COORDINATES (ANGSTROEM)
F -0.225 -1.284 -1.224  0.131
C -0.644 -0.566 -0.143  -0.724
F -0.608 -1.418 0.861  0.164
F -1.938 -0.321 -0.276  0.150
C 2.618 0.724 -0.184  0.175
H -0.777 1.440 1.101  0.287
C 0.192 0.560 0.154  0.021
C 1.383 0.866 -0.289  -0.205